Entry 1:
16
Properties=species:S:1:pos:R:3 method="wB97M-V/def2-TZVPD" homo_energy_ev=-2.72 multiplicity=1 charge=-2
O 0.592 2.456 2.032
O -1.059 2.404 3.436
H -1.803 1.930 -1.239
K -0.065 -0.196 1.160
O -0.938 -0.788 -3.426
H -1.943 0.468 -0.845
O 2.688 -1.489 -0.768
O 3.221 -3.494 -0.099
N -0.882 -1.556 -2.439
O 1.955 -2.240 1.123
N 2.654 -2.397 0.087
O -2.004 1.374 -0.482
O -0.389 4.305 2.597
O -0.764 -2.774 -2.585
N -0.273 3.067 2.709
O -0.991 -1.071 -1.261


Entry 2:
14
Properties=species:S:1:pos:R:3 method="wB97M-V/def2-TZVPD" relative_energy_ev=3.532 homo_energy_ev=-9.35 multiplicity=1 charge=0
C -0.884 -0.857 -0.631
H -2.032 0.677 0.506
O 0.425 -1.414 -0.536
H -0.065 2.454 -0.370
H -1.569 -1.717 -0.689
H -0.978 -0.265 -1.542
C -1.099 0.149 0.522
C 1.268 0.836 -0.166
H 2.175 1.247 -0.609
C 1.197 -0.576 0.311
C 0.089 1.425 0.051
H -1.198 -0.496 1.460
H 2.140 -1.070 0.525
H 0.533 -0.391 1.170


Entry 3:
77
Properties=species:S:1:pos:R:3 method="wB97M-V/def2-TZVPD" s_squared=2.021 relative_energy_ev=0.278 homo_energy_ev="-16.58 / -17.18" multiplicity=3 charge=+3
H -0.601 -5.077 -0.985
H -1.521 -1.090 3.434
H -0.377 4.636 3.863
H 2.074 -0.750 2.568
C -1.012 3.875 3.413
N -0.553 3.580 2.044
C -1.268 -2.635 0.870
N -1.298 -0.678 -2.256
C -4.364 2.071 0.987
O -4.500 3.913 2.344
H 0.222 -1.250 3.714
H -0.098 2.497 4.851
H 4.171 0.499 -2.738
C -2.160 -1.456 -4.795
C -0.449 4.646 1.070
C 2.165 -0.045 -2.217
N -2.355 0.247 0.248
C -2.650 1.333 -0.507
C -2.808 -1.916 -3.657
H -2.502 -4.276 1.358
H 2.912 -2.656 -0.628
N -6.393 3.449 1.162
H -1.829 2.218 4.603
H -6.904 4.239 1.530
H 3.824 -1.229 -2.809
C -0.378 -1.929 1.767
H 2.210 0.926 -3.992
O 1.446 -0.448 -1.268
H -0.794 -2.671 3.703
H -2.830 -1.858 -1.520
H -2.035 4.244 3.374
H -3.655 -2.584 -3.726
H -0.152 0.721 3.179
H 1.792 -3.165 -1.911
H 0.063 1.728 -3.996
C 3.632 -0.310 -2.250
C 1.998 -3.204 -0.841
C -0.499 -3.099 -0.242
H -6.883 2.818 0.550
N 1.626 0.616 -3.230
H 4.018 -0.436 -1.241
H 2.947 -1.222 1.115
H -3.376 -3.038 0.480
C 0.227 1.005 -3.200
C -0.746 -0.142 -3.369
N -0.590 1.606 2.995
H -2.962 -0.849 1.899
H -1.387 5.203 1.045
C -2.608 -3.196 1.239
H -2.074 1.484 -1.404
C -0.300 2.302 1.887
H -2.967 -2.809 2.190
C -0.928 -4.079 -1.286
H -0.463 -3.867 -2.249
H 0.035 1.498 -2.245
C -0.903 2.514 4.117
H -2.472 -1.775 -5.781
C -0.642 -1.700 3.227
C -5.142 3.235 1.562
S 0.404 1.622 0.461
H 0.347 5.336 1.351
H -0.228 4.234 0.089
C 0.933 -1.960 1.188
H -2.008 -4.118 -1.411
C -1.133 -0.538 -4.637
C 2.211 -1.552 1.846
W -0.439 -0.723 -0.207
H -0.650 -0.106 -5.504
C -4.130 0.915 1.723
H 2.173 -4.251 -0.580
H -3.802 3.090 -0.833
C -2.346 -1.515 -2.425
H 2.629 -2.411 2.376
C -3.140 0.044 1.324
C -3.630 2.239 -0.186
H -4.709 0.699 2.610
C 0.850 -2.709 -0.032


Entry 4:
119
Properties=species:S:1:pos:R:3 method="wB97M-V/def2-TZVPD" s_squared=2.050 relative_energy_ev=0.082 homo_energy_ev="-3.27 / -4.65" multiplicity=3 charge=-1
H -1.927 -5.961 1.954
C 1.161 -0.875 5.291
C -1.222 4.006 0.257
C 2.156 -1.014 -6.465
O -1.343 -3.649 -2.355
C 1.596 0.877 -3.963
H 2.785 -0.170 -6.747
H 2.249 -5.751 1.555
C -0.031 2.793 -1.228
O -2.234 0.245 0.605
H -2.743 4.418 1.646
H -2.158 -0.497 2.715
H -1.506 3.013 2.741
C 2.338 -5.031 -1.221
C 1.390 -2.418 1.263
H 3.972 -4.004 -2.228
H 2.422 -1.847 -7.119
C -5.026 2.414 -4.370
H -2.830 -3.367 5.825
O -5.985 2.921 -3.754
C -1.993 -3.896 2.577
O -4.079 1.464 0.856
H 1.559 -2.556 3.343
C 3.799 -4.931 -1.678
C -1.475 -3.258 -0.002
C 0.611 2.496 -2.372
H -3.441 6.599 0.970
C 1.343 -0.947 -2.697
H 4.093 1.568 -4.903
O -4.769 2.365 -5.590
C -3.209 1.021 0.152
C 1.875 -3.752 0.954
H 1.353 2.930 5.392
N 0.131 0.154 1.864
C -2.010 4.990 1.074
H 1.684 -5.111 -2.093
C -0.643 4.092 -0.956
C -1.015 2.330 2.063
H 1.612 0.874 6.513
H 0.613 -1.817 5.432
H 0.772 6.996 -2.203
H -1.427 5.849 -1.873
H -0.667 1.542 5.985
H 2.185 -1.165 5.045
C 2.311 -4.747 1.983
C -1.857 -2.554 2.145
H -1.593 2.363 4.761
C -0.585 2.021 5.011
C -1.830 0.708 -3.154
H 4.456 -4.576 1.678
H -3.336 5.653 -0.515
C 1.461 -2.596 -0.925
C -4.091 1.783 -2.082
H 1.615 -4.725 2.827
H -2.668 1.238 -5.068
H -0.940 0.235 -3.541
C 1.768 -0.497 -3.964
C -0.398 1.189 2.602
H 0.741 3.277 -3.105
H -1.575 -5.341 -0.466
H 1.805 1.470 -6.004
H 0.185 -0.019 7.051
C -1.286 -2.857 -1.450
H -2.730 -1.000 5.023
C 1.546 -2.248 -2.224
W -0.507 -0.265 -0.223
H 3.522 2.914 -3.919
H 1.889 -2.401 -4.873
C 0.718 -0.669 2.798
N 1.094 -1.726 0.103
C 0.679 6.153 -1.515
C 0.343 3.237 5.115
H 4.069 -5.769 -2.324
H 1.860 -3.006 -2.928
C 0.585 -0.154 4.100
H -2.074 6.829 -0.111
C -1.841 -4.929 1.633
H 1.116 -0.749 -6.667
C 1.183 -0.125 6.622
H 2.204 -5.949 -0.646
H -1.346 5.455 1.812
H -2.413 -5.204 4.244
H 4.472 -4.933 -0.818
N -1.496 -2.274 0.841
H 1.611 5.582 -1.544
H 3.644 3.097 -5.676
C -2.162 -1.515 3.059
C 1.948 1.892 -5.012
C 1.262 -1.929 2.513
C -1.640 -4.612 0.330
C -3.936 1.819 -3.462
H 0.411 3.754 4.155
C -3.093 1.223 -1.315
C 2.348 -1.420 -5.005
H -0.399 4.907 -2.907
C -2.324 -4.170 3.929
C -2.503 -1.813 4.342
N -0.245 1.922 -0.187
H -0.016 3.949 5.863
H -4.986 2.178 -1.621
C 1.046 1.208 -2.704
C 3.736 -4.499 2.495
O -1.143 -1.573 -1.558
C -0.899 2.683 0.772
C -2.788 1.251 -3.993
C -0.138 1.024 3.977
H 3.418 -1.562 -4.816
N -1.970 0.727 -1.831
C -2.751 6.080 0.303
H 1.790 -0.672 7.347
C 3.386 2.401 -4.874
N 0.887 0.101 -1.912
H 1.258 2.735 -4.953
C 1.898 -3.867 -0.388
C -0.512 5.263 -1.883
C -2.562 -3.152 4.797
H 3.824 -3.495 2.915
H 4.013 -5.220 3.266
H 0.566 6.548 -0.502


Entry 5:
20
Properties=species:S:1:pos:R:3 method="wB97M-V/def2-TZVPD" relative_energy_ev=4.549 homo_energy_ev=-9.10 multiplicity=1 charge=0
C 1.165 1.039 0.195
C 1.978 -0.077 -0.521
H 1.792 -1.788 0.596
H 1.990 0.104 -1.633
H 3.055 -0.107 -0.230
C 0.195 0.309 1.030
H -1.493 -2.343 -0.365
H -0.233 -0.552 -0.938
H -1.464 1.007 -1.631
O -2.214 -0.391 -0.188
H -2.428 1.665 -0.339
H 1.676 1.890 0.454
H 0.098 0.176 2.114
C -0.006 -0.917 0.066
H -0.399 2.345 0.453
H -1.644 -1.670 1.317
N 1.359 -1.376 -0.257
C -0.399 1.288 0.177
C -1.656 0.915 -0.564
C -1.374 -1.514 0.266


Entry 6:
142
Properties=species:S:1:pos:R:3 method="wB97M-V/def2-TZVPD" relative_energy_ev=0.387 homo_energy_ev=-4.82 multiplicity=1 charge=-1
C -6.781 -1.013 1.180
H 7.014 1.645 -0.402
C -0.873 7.314 -1.699
C 0.454 7.500 -1.317
H 2.111 4.467 -1.029
O -1.047 0.640 3.234
C -7.568 0.610 -0.885
F -5.710 1.954 -0.553
C -1.718 2.658 4.356
H 6.102 -1.230 2.546
H -1.798 -3.013 -4.568
H 4.130 -3.550 2.156
H -4.310 0.881 -2.511
H 0.961 -2.394 -4.551
H -2.617 4.561 1.538
C -6.412 0.873 -0.173
H -3.224 2.573 0.205
C -3.011 0.579 -5.259
C 3.206 -1.393 0.628
F -9.471 -0.750 -1.236
C -4.728 0.429 -3.413
H 0.884 -1.827 6.454
H 5.343 2.765 1.896
H 8.296 3.223 1.197
C -1.517 -1.234 -5.723
C 6.232 1.541 0.357
C -7.947 -1.294 0.490
H -1.456 -7.881 0.880
H -5.444 -0.330 -3.097
C 4.899 1.201 -0.317
C 4.934 -2.899 1.797
H 1.811 -6.550 0.293
N 2.415 3.903 2.198
H 0.152 2.933 -2.123
C 6.162 2.826 1.174
C 5.323 -1.915 2.894
H -2.576 -2.319 6.107
C -3.199 -1.469 -4.033
H -2.028 -6.818 -0.399
C -1.957 0.054 -5.994
C 1.532 -1.923 4.405
N -1.566 2.673 -1.030
C 2.037 -5.997 -0.621
H 0.217 -4.795 -3.089
H 4.476 -1.308 3.216
N 0.908 8.723 -1.017
C 0.034 9.719 -1.070
H 1.507 -6.480 -1.441
H -0.353 -7.351 -0.387
C -0.552 1.769 3.989
C -0.453 3.342 -1.319
N 1.128 -1.766 -5.343
H -0.020 1.413 4.870
S -0.041 -1.871 -6.469
O 0.304 -0.998 -7.557
H -3.711 0.192 4.762
H -1.352 3.588 4.794
H -0.489 5.781 1.003
F -7.943 1.410 -1.895
C -5.963 0.076 0.879
Cs -1.416 -0.347 0.168
C 1.456 6.419 -1.256
C 0.863 0.060 -3.623
C -2.148 -2.005 -4.755
H -1.631 -5.571 1.771
H 2.657 -0.581 -4.628
H -2.306 2.894 3.467
O 0.852 -0.740 3.973
H -1.609 -3.341 -2.178
H -2.931 -2.121 4.383
C -1.178 -7.031 0.251
H 2.294 -4.043 0.254
H -0.186 0.240 -3.864
H -2.375 2.166 5.072
C -8.347 -0.482 -0.555
C 1.595 -0.459 -4.854
H 5.311 -1.645 0.092
C -3.634 -0.164 -4.258
H 1.850 -3.981 -1.437
H -1.460 0.630 -6.762
C 1.674 -4.522 -0.507
H 4.484 2.093 -0.792
H 3.910 0.869 2.376
C -2.323 3.134 -0.031
C -1.685 8.429 -1.724
C 2.104 2.991 1.561
H 7.399 4.059 2.466
O -0.252 -3.273 -6.685
C 1.248 5.127 -1.004
C -3.603 -0.484 5.610
C 1.815 -1.870 5.891
O -1.288 -1.084 5.133
N -1.249 9.648 -1.403
C -1.439 -4.340 -1.775
S 1.642 1.691 0.570
C 0.851 -0.877 -2.416
H 0.055 -6.027 1.732
H 0.159 2.292 3.350
H 0.940 -2.810 4.151
H -3.275 0.073 6.489
C -2.627 -1.594 5.294
Ge 3.558 0.496 0.928
H 5.908 3.654 0.505
H -1.349 -5.234 -3.755
H 5.785 -3.552 1.584
C -1.979 4.250 0.722
H 5.024 0.455 -1.106
C 4.483 -2.240 0.495
F -8.700 -2.351 0.827
C 7.466 3.130 1.901
C -0.809 -5.816 1.095
H -2.412 -4.745 -1.485
H 2.563 -1.773 1.427
H 2.471 6.761 -1.418
H 3.108 -6.116 -0.814
H 4.300 -3.024 -0.243
C -0.811 4.925 0.421
O 0.764 -2.109 -2.620
P -0.735 -0.900 3.607
H 5.708 -2.433 3.773
C -0.762 -5.201 -2.833
H 2.603 -1.430 -0.281
H -3.695 -2.069 -3.278
Sb -0.340 -3.970 0.049
H -3.354 1.588 -5.459
Se -4.368 0.457 1.821
H 1.525 0.260 -5.671
H -2.728 8.349 -2.011
C -0.028 4.479 -0.640
H 0.413 10.704 -0.817
H 2.376 -2.756 6.195
H -4.586 -0.911 5.813
H 1.285 1.020 -3.319
O 0.853 -0.329 -1.284
H 2.461 -1.978 3.836
H 6.553 0.718 1.007
H -5.267 1.207 -3.952
H -0.628 -6.230 -2.495
H 2.407 -0.986 6.130
H 7.715 2.330 2.602
H -1.253 6.340 -1.969
F -6.461 -1.846 2.181


What are the energy values for these records? In order: -41296.60692; -7358.72352; -55344.75369; -78880.01027; -10970.72755; -246193.86365 eV.